ORCA calculation (the ωB97M-V functional and the def2-TZVPD basis) on C5H6FNO in the gas phase at a distorted geometry.

Computed properties:
Spin multiplicity: 1
Total charge: 0
Relative energy (zero: lowest compared OMol25 entry of this formula, charge and spin), eV: 4.772
SMILES: Cc1oc(F)cc1N
Strongest force on any atom, eV/A: 11.66
HOMO, eV: -8.16

```
14
Properties=species:S:1:pos:R:3:forces:R:3
C -0.3140 -0.7189 2.2299 -0.1 0.0 -1.2
C -0.3404 -0.5858 0.6171 -0.9 -0.1 5.8
C -0.5143 0.9965 -0.9240 5.3 -9.6 4.0
C 0.5534 0.1033 -1.1785 4.0 5.8 -3.9
C 0.7868 -0.6409 -0.0394 0.7 -0.4 0.0
H -1.2098 -1.2837 2.6119 0.8 0.8 -0.2
H -0.3212 0.4063 2.5736 0.3 -2.5 -0.1
H 0.6345 -1.3698 2.5543 -2.0 1.9 -0.6
H 1.5139 0.5695 -1.7305 -2.4 -1.5 0.7
H 1.8924 -1.7914 -0.6097 1.9 -1.6 -0.1
H 1.9337 -1.9135 1.1152 0.0 1.1 -2.1
N 2.0057 -1.2795 0.2496 -0.9 -0.9 0.8
O -1.1083 0.4120 0.1085 -2.5 0.8 1.6
F -1.1830 1.7908 -1.4844 -4.2 6.1 -4.5
```
Forces are in eV/Å.

***

ORCA calculation (the ωB97M-V functional and the def2-TZVPD basis) on C5H6INO in the gas phase at a distorted geometry.

Computed properties:
Spin multiplicity: 1
Total charge: 0
Relative energy (zero: lowest compared OMol25 entry of this formula, charge and spin), eV: 4.902
Strongest force on any atom, eV/A: 6.20
HOMO (alpha / beta), eV: -8.36 / -8.36

```
14
Properties=species:S:1:pos:R:3:forces:R:3
C -1.3413 1.9911 -0.3320 0.5 -1.3 1.5
C -0.9677 0.1312 0.6462 0.0 0.9 -1.8
C 0.2187 0.6195 0.1432 -0.2 -0.4 0.8
C -1.4168 -1.1379 1.2467 -1.2 -0.9 -1.6
C 3.3135 -0.9177 -1.4056 2.5 5.6 0.7
N -1.9453 1.0609 0.3163 -0.3 0.2 -0.4
O -0.0171 1.8818 -0.4129 0.5 -1.7 0.0
I 2.1865 -0.2730 0.2329 0.0 0.3 -0.6
H -1.7576 2.8154 -0.7640 -1.1 2.1 -1.0
H -2.3961 -1.1071 1.6906 -0.6 0.7 -0.1
H -1.4535 -2.0731 0.6448 0.4 0.9 -0.3
H -0.8210 -1.3535 2.0277 2.3 -1.0 2.8
H 2.8294 -1.6455 -1.8717 -2.3 -3.2 -2.1
H 3.5685 0.0081 -2.1623 -0.8 -2.2 2.1
```
Forces are in eV/Å.

***

ORCA calculation (the ωB97M-V functional and the def2-TZVPD basis) on a molecular structure, C5H6INOS at a distorted geometry.

Computed properties:
Spin multiplicity: 1
Total charge: 0
Relative energy (zero: lowest compared OMol25 entry of this formula, charge and spin), eV: 1.229
Strongest force on any atom, eV/A: 1.75
HOMO, eV: -8.45

```
15
Properties=species:S:1:pos:R:3:forces:R:3
C 1.5147 1.2572 1.4547 -0.3 -0.2 0.8
C 0.3255 1.1026 2.0665 1.2 0.1 0.3
C -0.1188 1.2942 -0.0832 0.3 0.5 -1.6
C -1.5508 -1.1700 -1.1903 0.3 0.1 -0.6
C -2.2882 -1.1062 0.0768 -0.4 0.0 0.7
N 1.2120 1.3723 0.1147 -0.3 0.0 0.1
O -0.6442 1.1293 1.1228 -0.2 0.1 0.3
S -1.9590 -1.9431 1.4056 -0.1 0.1 -0.2
I -3.8680 0.3502 0.0452 0.2 -0.3 -0.1
H 2.5118 1.2774 1.8403 0.2 0.0 0.1
H 0.0388 0.9732 3.0884 0.0 0.0 0.2
H -2.2191 -1.2470 -2.0490 0.0 0.0 0.0
H -0.9909 -0.2175 -1.2870 -0.3 -0.3 -0.1
H -0.8496 -2.0038 -1.1792 0.0 0.0 0.0
H 1.8872 1.5000 -0.6248 -0.3 0.0 0.1
```
Forces are in eV/Å.

***

ORCA calculation (the ωB97M-V functional and the def2-TZVPD basis) on a molecular structure, C5H6LiO4Sm at a distorted geometry.

Computed properties:
Spin multiplicity: 7
Total charge: +1
Relative energy (zero: lowest compared OMol25 entry of this formula, charge and spin), eV: 5.215
Strongest force on any atom, eV/A: 8.65
HOMO (alpha / beta), eV: -11.00 / -11.05

```
17
Properties=species:S:1:pos:R:3:forces:R:3
O -0.2602 -3.2248 0.9484 -0.3 0.0 -0.3
C -0.5595 -2.3567 0.0920 1.0 -1.1 -0.1
O -0.3813 -2.5154 -1.1399 -0.1 0.0 -0.3
O -1.0548 -1.1990 0.5701 0.1 1.7 0.1
C -1.1921 -0.0948 -0.3212 -2.0 -3.7 -3.0
Li 0.1385 -4.3439 -0.6117 -0.2 0.6 0.3
H -2.0183 0.5107 0.0739 1.2 0.5 0.2
H -1.6469 -0.4656 -1.2476 0.2 -0.4 0.1
C 0.2233 0.7335 -1.0479 -0.9 -2.5 1.7
C 0.3118 1.0263 0.3407 2.9 7.2 3.8
H -0.2523 1.1299 -1.9501 -0.8 1.2 1.2
H 1.2134 0.4972 -1.4587 -0.1 -1.6 0.0
Sm -0.1005 3.9332 0.9284 -0.5 -0.5 -0.5
O 1.4130 2.7082 1.6544 0.7 -1.4 1.9
C 1.4566 1.5231 1.0121 -0.1 1.3 -4.2
H 2.4152 1.3554 0.4910 0.5 -0.4 0.8
H 0.2943 0.7825 1.6661 -1.5 -1.0 -1.8
```
Forces are in eV/Å.

***

ORCA calculation (the ωB97M-V functional and the def2-TZVPD basis) on a molecular structure, C5H6N at a distorted geometry.

Computed properties:
Spin multiplicity: 1
Total charge: +1
Relative energy (zero: lowest compared OMol25 entry of this formula, charge and spin), eV: 6.230
Strongest force on any atom, eV/A: 4.99
HOMO, eV: -14.01

```
12
Properties=species:S:1:pos:R:3:forces:R:3
C -1.7305 0.0559 0.3581 0.3 0.0 0.1
C -0.7888 -0.9884 0.3623 2.0 -3.9 2.5
C -0.7124 1.0104 0.0240 -0.1 -1.5 0.9
C -0.8455 -0.2036 -1.0106 0.8 -0.7 -1.5
C 0.2924 -0.0690 0.1263 -1.4 1.9 0.6
N 1.7363 0.0670 0.0194 0.7 -1.5 -2.6
H -2.7707 -0.0472 0.2130 -0.9 0.4 0.0
H -0.6697 -2.0791 0.6906 -0.8 1.8 -1.1
H -0.8475 1.9350 -0.4083 0.4 2.1 -0.6
H 1.9740 0.9442 0.4851 0.7 -0.4 0.3
H 1.9751 0.1458 -0.9916 -0.4 0.9 0.1
H 2.3872 -0.7710 0.1316 -1.2 1.0 1.4
```
Forces are in eV/Å.

***

ORCA calculation (the ωB97M-V functional and the def2-TZVPD basis) on a molecular structure, C5H6N at a distorted geometry.

Computed properties:
Spin multiplicity: 1
Total charge: +1
Relative energy (zero: lowest compared OMol25 entry of this formula, charge and spin), eV: 9.367
Strongest force on any atom, eV/A: 5.42
HOMO (alpha / beta), eV: -15.31 / -15.31

```
12
Properties=species:S:1:pos:R:3:forces:R:3
C 0.6853 0.7967 -0.3800 2.4 -1.0 0.0
C -0.5908 1.2985 -0.3707 -1.0 3.3 2.8
C -0.1715 -1.3030 -0.1331 -1.1 1.3 -3.4
C 1.1722 -0.5959 -0.4885 -4.6 1.3 1.3
C -0.3703 -0.0074 0.6076 -2.2 2.4 4.4
N 1.1201 0.2387 0.7875 1.2 0.5 0.1
H -0.8381 2.2483 0.2746 0.6 -2.1 -1.3
H -1.1490 1.2119 -1.2268 -1.4 -0.3 -1.9
H -0.9321 -1.5604 -0.9767 1.4 0.3 1.7
H 0.0220 -2.0377 0.5403 0.2 -2.7 1.6
H 2.0065 -0.9230 -0.9097 3.6 -1.3 -1.7
H -0.9543 0.6335 2.2754 0.8 -1.8 -3.6
```
Forces are in eV/Å.

***

ORCA calculation (the ωB97M-V functional and the def2-TZVPD basis) on a molecular structure, C5H6N at a distorted geometry.

Computed properties:
Spin multiplicity: 1
Total charge: +1
Relative energy (zero: lowest compared OMol25 entry of this formula, charge and spin), eV: 5.357
Strongest force on any atom, eV/A: 4.63
HOMO, eV: -15.26

```
12
Properties=species:S:1:pos:R:3:forces:R:3
C -1.5656 0.9202 1.9152 1.0 0.6 1.6
C -0.2313 0.6182 0.4706 0.6 -1.8 1.9
C 0.6835 0.4332 -0.3692 -2.2 0.7 1.3
C -1.7524 0.4302 0.5447 -1.0 2.6 -2.1
C 1.4086 0.1797 -1.4670 4.1 -1.3 -1.6
N -0.2727 0.8639 1.9071 0.3 1.1 0.3
H -2.0882 1.2751 2.8284 -0.2 -0.7 -1.0
H -2.2168 -0.5073 0.4678 -0.1 -1.5 -0.4
H -2.0939 1.1159 -0.2513 -0.8 -0.2 0.7
H 1.8665 1.0320 -2.0047 -0.8 -0.3 0.0
H 0.7136 -0.4911 -2.0335 0.5 0.2 -0.2
H 2.3220 -0.4924 -1.1587 -1.6 0.7 -0.6
```
Forces are in eV/Å.

***

ORCA calculation (the ωB97M-V functional and the def2-TZVPD basis) on a gas-phase ion, C5H6N (charge +1) at a distorted geometry.

Computed properties:
Spin multiplicity: 1
Total charge: +1
Relative energy (zero: lowest compared OMol25 entry of this formula, charge and spin), eV: 9.468
Strongest force on any atom, eV/A: 3.46
HOMO (alpha / beta), eV: -13.75 / -13.17

```
12
Properties=species:S:1:pos:R:3:forces:R:3
C 1.7530 0.8025 -0.6760 2.3 -1.3 0.6
C 0.6697 1.3851 -0.0439 -0.7 0.4 -0.2
C -0.8140 -1.1169 1.3710 3.2 -0.6 -0.3
C 0.7433 0.1108 -1.4374 -0.4 1.7 -2.7
C -0.2915 0.3930 -0.4373 1.4 -0.3 -0.1
N -1.3509 -0.1708 0.2772 -0.2 -0.4 3.4
H 2.9020 0.8272 -0.5885 -2.3 0.3 -0.5
H 0.0267 -1.8025 1.0487 -1.6 0.4 -0.3
H -0.3854 -0.5973 2.2505 -1.0 0.2 -0.4
H 0.6506 0.3270 -2.6308 -0.1 -0.9 2.9
H -2.1465 -0.6157 -0.1205 -0.6 -0.5 -1.5
H -1.7569 0.4576 0.9869 0.0 1.0 -1.0
```
Forces are in eV/Å.

***

ORCA calculation (the ωB97M-V functional and the def2-TZVPD basis) on a molecular structure, C5H6N at a distorted geometry.

Computed properties:
Spin multiplicity: 1
Total charge: +1
Relative energy (zero: lowest compared OMol25 entry of this formula, charge and spin), eV: 7.299
Strongest force on any atom, eV/A: 4.13
HOMO, eV: -13.96

```
12
Properties=species:S:1:pos:R:3:forces:R:3
C 0.6287 -0.2969 -1.0334 1.0 3.3 -2.2
C 0.3407 -0.2210 1.4454 0.1 -1.3 2.8
C -0.8408 -0.0929 -0.8407 -1.3 -1.9 0.1
C 1.0947 -0.2087 0.2713 3.5 -0.9 1.2
C -0.8860 0.0175 0.6861 -0.8 1.7 -1.0
N -1.1773 1.0465 -0.0933 -0.6 -0.6 0.5
H 0.9623 -1.2150 -1.4378 0.4 -1.3 -0.7
H 1.3186 0.5059 -1.6315 -1.9 -1.6 0.9
H 0.4677 -1.3296 1.8788 -0.2 2.3 -0.7
H 0.6488 0.5433 2.1932 -0.3 -0.7 -0.3
H -1.6112 -0.7574 -1.1865 -0.2 0.3 -1.0
H -0.9461 2.0082 -0.2515 0.2 0.6 0.4
```
Forces are in eV/Å.

***

ORCA calculation (the ωB97M-V functional and the def2-TZVPD basis) on a gas-phase ion, C5H6N (charge +1) at a distorted geometry.

Computed properties:
Spin multiplicity: 1
Total charge: +1
Relative energy (zero: lowest compared OMol25 entry of this formula, charge and spin), eV: 6.615
SMILES: C[C@@H]1[C@H]2[N+]3=C[C@]123
Strongest force on any atom, eV/A: 3.03
HOMO, eV: -15.87

```
12
Properties=species:S:1:pos:R:3:forces:R:3
C -2.0771 0.7129 -0.0460 -1.7 -1.3 1.0
C 0.3927 0.0629 0.4405 -2.2 1.0 1.8
C -0.6084 -0.8403 -0.3013 0.8 -1.3 -1.9
C -0.7518 0.5707 -0.4517 2.6 -1.0 0.1
C 1.7311 0.0571 -0.1610 1.1 0.2 0.1
N -1.9290 -0.5639 0.2671 -0.7 2.4 0.8
H -2.7105 1.4866 0.3719 -0.3 -0.3 -0.3
H 0.2339 0.2347 1.5720 0.4 -0.4 -1.8
H -0.3392 -1.7570 -0.8573 -0.5 0.8 0.3
H 1.6702 -0.0793 -1.2897 0.3 0.8 1.4
H 2.1616 -0.9125 0.1961 0.5 1.1 0.0
H 2.2265 1.0282 0.2594 -0.2 -2.1 -1.3
```
Forces are in eV/Å.

***

Q: Which formula does entry 6 have?
A: C5H6N